# 1
DFT (ωB97M-V with the def2-TZVPD basis set) results for C16H41CdN2O3P2S5 as an isolated structure.

As for the net charge: -2. The LUMO energy (spin up / spin down) is 4.28 / 4.27 eV. The calculation puts the total energy at -3810.95112 hartree. The calculation puts the molecular weight at 644.21 g/mol. The spin multiplicity is 2. The calculation puts the HOMO energy (spin up / spin down) at 0.810 / -0.555 eV.

Each line ends with the Löwdin spin population.
Positions of all 70 atoms, in Å:
1 Cd 0.6278 0.2750 -0.9730  0.35
2 C 1.3349 -3.9254 -3.1066  0.00
3 C 1.6728 -2.5425 -2.5843  0.01
4 S 0.7403 -1.2020 -3.2574  0.10
5 C 2.6470 -2.4001 -1.6611  0.01
6 C 3.3922 -3.6347 -1.1888  0.00
7 S 3.1468 -0.8761 -0.9289  0.12
8 H 0.5219 -3.8636 -3.8281  0.00
9 H 1.0222 -4.6024 -2.3010  0.00
10 H 2.1928 -4.3997 -3.6009  0.00
11 H 3.9320 -4.1218 -2.0113  0.00
12 H 2.7143 -4.3874 -0.7669  0.00
13 H 4.1194 -3.3655 -0.4252  0.00
14 C -0.5409 7.4520 2.0531  0.00
15 C -0.0316 6.0263 2.1155  0.00
16 O -0.9836 5.1927 1.4747  0.00
17 P -0.4869 3.7332 0.9243  0.01
18 S -2.0842 2.9070 0.1300  0.05
19 S 0.5007 2.7900 2.3614  0.03
20 O 0.5452 4.2798 -0.1960  0.01
21 C 1.8161 3.6854 -0.4861  0.04
22 C 2.0064 3.6420 -1.9838  0.02
23 H 0.1488 8.1267 2.5670  0.00
24 H -1.5210 7.5264 2.5276  0.00
25 H -0.6401 7.7735 1.0155  0.00
26 H 0.1003 5.6951 3.1496  0.00
27 H 0.9399 5.9429 1.6196  0.00
28 H 1.8624 2.6823 -0.0583  0.04
29 H 2.5853 4.2935 0.0041  0.00
30 H 1.2258 3.0350 -2.4440  0.01
31 H 2.9739 3.1901 -2.2153  0.00
32 H 1.9696 4.6485 -2.4094  0.00
33 N -0.9884 -0.5072 1.0496  0.08
34 C -1.2813 -1.7733 1.6940  0.01
35 C -2.0383 -2.7643 0.8119  0.00
36 C -1.4641 -2.9008 -0.5973  0.00
37 N -2.0740 -1.9284 -1.4957  0.00
38 H -0.4478 0.1040 1.6547  0.01
39 H -1.8087 0.0097 0.7509  0.01
40 H -1.8270 -1.6651 2.6467  0.00
41 H -0.3121 -2.2201 1.9421  0.00
42 H -3.0939 -2.4785 0.7270  0.00
43 H -2.0156 -3.7302 1.3295  0.00
44 H -1.5834 -3.9370 -0.9513  0.00
45 H -0.3880 -2.7028 -0.5732  0.00
46 H -3.0127 -2.2100 -1.7519  0.00
47 H -1.4979 -1.8048 -2.3275  0.00
48 C -2.2887 0.3367 -4.6776  0.00
49 S -1.9759 1.3271 -3.2019  0.03
50 C -3.0553 2.7048 -3.6279  0.00
51 O -0.6080 1.8801 -3.3938  0.04
52 H -2.3084 0.9757 -5.5614  0.00
53 H -3.2268 -0.2102 -4.5635  0.00
54 H -1.4539 -0.3651 -4.7241  0.00
55 H -4.0830 2.3617 -3.7633  0.00
56 H -2.6637 3.1581 -4.5391  0.00
57 H -2.9923 3.3989 -2.7903  0.00
58 C 1.6970 -0.5341 4.2855  0.00
59 P 2.1849 -0.8025 2.5168  0.00
60 C 3.1182 -2.3772 2.7387  0.00
61 C 3.5940 0.3702 2.4485  0.00
62 H 2.5377 -0.6445 4.9797  0.00
63 H 0.9131 -1.2438 4.5619  0.00
64 H 1.2840 0.4725 4.3795  0.00
65 H 3.8754 -2.3001 3.5266  0.00
66 H 3.6001 -2.6168 1.7900  0.00
67 H 2.4260 -3.1855 2.9867  0.00
68 H 4.2771 0.2315 3.2936  0.00
69 H 3.2002 1.3884 2.4523  0.00
70 H 4.1233 0.2051 1.5095  0.00

---

# 2
DFT (ωB97M-V with the def2-TZVPD basis set) results for a 7-piece molecular cluster, C16H41ClF3NO15 overall at a distorted geometry.

As for the net charge: -2. The LUMO energy is 3.85 eV. The calculation puts the total energy at -2577.05853 hartree. The calculation puts the molecular weight at 579.94 g/mol. The spin multiplicity is 1. The calculation puts the HOMO energy at -1.044 eV.

Each line ends with the Mulliken charge.
Positions of all 77 atoms, in Å:
1 C 14.1074 12.3367 -4.3923  0.64
2 O 15.0900 12.0343 -5.4126  -0.36
3 O 12.9976 12.7342 -5.0149  -0.91
4 C 14.0100 11.0951 -3.4883  0.73
5 F 15.1951 10.8126 -2.8548  -0.31
6 F 13.0841 11.2454 -2.5155  -0.29
7 F 13.6171 9.9925 -4.1540  -0.30
8 C 16.4450 12.3763 -5.1175  0.33
9 C 17.3028 12.0423 -6.3072  -1.34
10 H 18.3535 12.3324 -6.2851  0.27
11 H 17.2383 10.9855 -6.5853  0.40
12 H 16.8497 12.5132 -7.1857  0.27
13 H 16.7985 11.8222 -4.2386  0.29
14 H 16.5508 13.4228 -4.8144  -0.02
15 H 14.5047 13.1650 -3.7733  -0.39
16 Cl 16.7219 16.2838 -7.2157  1.71
17 O 16.4842 16.6727 -8.5677  -0.73
18 O 18.0754 15.8771 -6.9409  -0.67
19 O 16.4227 17.4013 -6.3246  -0.64
20 O 15.8477 15.1886 -6.8783  -0.61
21 C 16.0365 20.7382 -6.1556  -0.84
22 O 16.8871 20.8858 -7.2897  -0.19
23 C 16.2061 20.9765 -8.5020  -0.79
24 C 17.2253 20.7668 -9.6137  -0.30
25 N 18.3721 21.6829 -9.4398  -0.40
26 C 19.3565 21.5590 -10.5059  -0.48
27 C 18.8619 22.1163 -11.8311  -0.85
28 O 17.8846 21.4099 -12.5643  -0.35
29 C 18.3981 20.2824 -13.2341  -0.70
30 H 15.4423 21.6560 -6.0948  0.44
31 H 16.5396 20.6145 -5.1970  0.24
32 H 15.3807 19.8700 -6.2516  0.30
33 H 15.6394 21.9023 -8.6637  0.31
34 H 15.4603 20.1831 -8.6436  0.36
35 H 16.6830 20.9930 -10.5329  0.37
36 H 17.5670 19.7268 -9.6522  0.25
37 H 18.7356 21.3849 -8.5374  0.27
38 H 19.7288 20.5339 -10.6472  0.32
39 H 20.1937 22.1862 -10.1924  0.47
40 H 19.6882 22.5322 -12.4229  0.48
41 H 18.3889 23.0684 -11.5599  0.34
42 H 18.6302 19.5395 -12.4602  0.27
43 H 19.3039 20.4242 -13.8330  0.32
44 H 17.5746 19.9081 -13.8420  0.24
45 O 13.2703 16.4196 -5.4570  -0.73
46 H 13.6540 17.0704 -4.8552  0.37
47 H 13.9961 16.2262 -6.0639  0.31
48 C 15.5936 16.6343 -2.6703  -0.04
49 C 15.3198 18.0608 -3.0738  0.10
50 O 13.9025 18.1798 -3.2507  -0.60
51 O 15.1135 16.4246 -1.3381  -0.59
52 H 16.6619 16.4164 -2.8130  0.43
53 H 15.1369 15.8629 -3.2989  0.04
54 H 15.7549 18.3004 -4.0470  -0.29
55 H 15.7265 18.8154 -2.3912  0.23
56 H 13.5152 17.7055 -2.5040  0.35
57 H 15.5445 15.6242 -1.0285  0.32
58 C 19.7696 18.4485 -4.8278  -0.43
59 C 19.9139 18.9208 -6.2675  -0.21
60 O 19.5859 20.2922 -6.4048  -0.58
61 O 18.3768 18.3710 -4.5204  -0.36
62 H 20.1053 19.1811 -4.0895  0.27
63 H 20.2087 17.4576 -4.6636  0.28
64 H 19.2496 18.2827 -6.8592  0.13
65 H 20.9390 18.7370 -6.5989  0.37
66 H 18.6661 20.3133 -6.1072  0.26
67 H 17.9191 17.9613 -5.2782  0.17
68 C 20.6641 13.6465 -8.3895  -0.06
69 C 21.8795 13.8157 -7.4870  -0.50
70 O 22.1857 15.1914 -7.2038  -0.52
71 O 21.0664 14.0131 -9.7172  -0.57
72 H 19.8524 14.3235 -8.1157  0.11
73 H 20.4089 12.5911 -8.3254  0.29
74 H 22.7470 13.3601 -7.9693  0.30
75 H 21.8045 13.2502 -6.5530  0.30
76 H 21.3738 15.6988 -7.3217  0.34
77 H 21.5460 14.8451 -9.6914  0.34

---

# 3
DFT (ωB97M-V with the def2-TZVPD basis set) results for a 4-piece molecular cluster, C16H41ClN3O9 overall at a distorted geometry.

As for the net charge: 0. The LUMO energy (spin up / spin down) is -0.21 / -5.89 eV. The calculation puts the total energy at -1935.28418 hartree. The calculation puts the molecular weight at 454.97 g/mol. The spin multiplicity is 2. The calculation puts the HOMO energy (spin up / spin down) at -8.175 / -8.174 eV.

Each line ends with the Löwdin spin population.
Positions of all 70 atoms, in Å:
1 Cl -21.4438 12.6400 -17.1454  0.00
2 O -21.7775 11.7912 -18.2201  0.01
3 O -20.2445 13.3939 -17.4299  0.00
4 O -22.5864 13.4643 -16.8453  0.00
5 O -21.2130 11.9324 -15.9553  0.00
6 C -25.4486 13.9118 -21.5644  0.00
7 O -24.1333 13.6295 -22.0937  0.00
8 C -23.3780 12.6781 -21.3289  0.01
9 C -21.9705 12.3898 -21.9604  0.00
10 N -21.2159 13.6260 -22.0798  0.03
11 C -20.6077 13.9020 -20.7923  0.00
12 C -20.0226 15.3560 -20.8426  0.00
13 O -21.0533 16.3080 -21.0543  0.00
14 C -20.5553 17.5782 -21.2969  0.00
15 H -25.7136 14.9592 -21.7082  0.00
16 H -25.4438 13.7921 -20.4810  0.00
17 H -26.2196 13.2834 -22.0103  0.00
18 H -23.9688 11.7723 -21.1925  0.00
19 H -23.2471 12.9085 -20.2716  0.00
20 H -22.0608 11.9412 -22.9498  0.00
21 H -21.3473 11.7287 -21.3582  0.00
22 H -21.9132 14.3521 -22.1619  0.00
23 H -19.8524 13.1502 -20.5632  0.00
24 H -21.3211 14.0005 -19.9740  0.00
25 H -19.3028 15.4430 -21.6565  0.00
26 H -19.4882 15.5758 -19.9183  0.00
27 H -19.7579 17.5002 -22.0360  0.00
28 H -20.1616 18.0569 -20.4002  0.00
29 H -21.4115 18.1397 -21.6706  0.00
30 C -15.8933 12.9300 -16.7560  0.00
31 O -16.2078 12.0453 -17.8461  0.00
32 C -17.6217 11.8171 -17.9219  0.00
33 C -17.9215 10.3873 -18.5505  0.00
34 N -17.5730 9.2844 -17.6379  0.00
35 C -18.7213 8.9335 -16.7913  0.00
36 C -18.3667 8.4770 -15.3056  0.00
37 O -17.6475 9.4838 -14.5394  0.00
38 C -18.3466 9.9554 -13.4492  0.00
39 H -15.8822 12.3707 -15.8206  0.00
40 H -16.5472 13.7900 -16.6111  0.00
41 H -14.8933 13.2855 -17.0047  0.00
42 H -18.0178 12.5978 -18.5712  0.00
43 H -18.0430 11.8606 -16.9176  0.00
44 H -17.2477 10.2443 -19.3952  0.00
45 H -18.9560 10.2428 -18.8620  0.00
46 H -16.9757 9.6878 -16.9305  0.00
47 H -19.3259 8.1503 -17.2485  0.00
48 H -19.4770 9.7161 -16.7232  0.00
49 H -17.7344 7.6001 -15.4448  0.00
50 H -19.2977 8.1476 -14.8444  0.00
51 H -19.3626 10.2781 -13.6770  0.00
52 H -17.7394 10.7764 -13.0678  0.00
53 H -18.3405 9.1851 -12.6781  0.00
54 C -26.3962 9.5086 -17.8678  0.00
55 C -25.7646 10.8141 -17.2385  0.12
56 C -24.9646 10.6069 -15.9316  0.09
57 O -25.7784 10.1157 -14.8970  0.13
58 C -26.6266 11.0830 -14.3051  0.01
59 N -25.0467 11.4772 -18.2866  0.49
60 H -26.7658 8.7868 -17.1394  0.00
61 H -25.6301 9.0311 -18.4787  0.00
62 H -27.2371 9.7556 -18.5159  0.00
63 H -26.5044 11.5966 -17.0699  0.03
64 H -24.4388 11.5301 -15.6879  0.00
65 H -24.2094 9.8589 -16.1728  0.01
66 H -27.3760 11.3986 -15.0310  0.01
67 H -26.1091 12.0021 -14.0306  0.00
68 H -27.0890 10.6766 -13.4055  0.00
69 H -24.3489 10.9013 -18.7354  0.02
70 H -24.5080 12.1738 -17.7918  0.01

---

# 4
DFT (ωB97M-V with the def2-TZVPD basis set) results for a 3-piece molecular cluster, C16H42IN2O3PS overall at a distorted geometry.

As for the net charge: 0. The LUMO energy is -0.05 eV. The calculation puts the total energy at -2007.19797 hartree. The calculation puts the molecular weight at 500.47 g/mol. The spin multiplicity is 1. As for the SMILES: O=S(=O)(O)CCCC[PH3]I.CCN(CC)CC.CCN(CC)CC. The calculation puts the HOMO energy at -7.591 eV.

Each line ends with the natural charge from an NBO analysis.
Positions of all 66 atoms, in Å:
1 O -3.2283 -1.3207 -3.8452  -0.93
2 S -2.6860 -1.7591 -5.0932  2.38
3 O -1.6096 -1.0854 -5.7427  -0.92
4 O -3.8655 -1.7787 -6.1719  -0.88
5 C -2.2824 -3.4883 -4.9429  -0.68
6 C -1.3609 -3.9966 -6.0533  -0.43
7 C -0.7192 -5.3589 -5.7450  -0.40
8 C 0.6574 -5.3363 -5.0548  -0.76
9 P 1.0524 -3.9849 -3.8254  0.72
10 I 1.5975 -2.1233 -2.0173  -0.49
11 H -4.6908 -2.0568 -5.7462  0.50
12 H -1.8739 -3.5954 -3.9351  0.24
13 H -3.2261 -4.0363 -4.9615  0.24
14 H -1.9617 -4.0945 -6.9596  0.23
15 H -0.6081 -3.2396 -6.2767  0.23
16 H -0.6027 -5.8792 -6.6977  0.22
17 H -1.4154 -5.9707 -5.1628  0.20
18 H 1.4524 -5.3436 -5.8085  0.22
19 H 0.7856 -6.2592 -4.4759  0.22
20 H 0.0245 -4.3331 -2.9490  0.01
21 H 0.9647 -2.9202 -4.7191  0.03
22 H 2.3259 -4.4778 -3.5658  0.04
23 C -1.5384 1.9647 2.6520  -0.62
24 C -1.2796 1.4560 1.2426  -0.21
25 N -2.2024 0.4115 0.8368  -0.45
26 C -1.7738 -0.3083 -0.3539  -0.21
27 C -1.6811 0.4621 -1.6724  -0.63
28 C -3.6120 0.7598 0.9049  -0.21
29 C -4.0839 1.9954 0.1284  -0.64
30 H -1.5761 1.1344 3.3595  0.21
31 H -0.7327 2.6371 2.9524  0.21
32 H -2.4726 2.5227 2.7298  0.20
33 H -0.2762 1.0220 1.1993  0.20
34 H -1.2680 2.3153 0.5525  0.16
35 H -2.4495 -1.1591 -0.4859  0.19
36 H -0.7909 -0.7339 -0.1329  0.20
37 H -2.6612 0.7056 -2.0798  0.20
38 H -1.1677 -0.1515 -2.4140  0.22
39 H -1.1097 1.3858 -1.5628  0.20
40 H -3.8760 0.8975 1.9570  0.19
41 H -4.1740 -0.1165 0.5711  0.19
42 H -3.4468 2.8592 0.3263  0.20
43 H -5.0973 2.2587 0.4388  0.21
44 H -4.0984 1.8291 -0.9474  0.21
45 C 2.4351 3.3874 2.3264  -0.62
46 C 3.4542 3.4777 3.4510  -0.21
47 N 2.8634 3.2642 4.7614  -0.45
48 C 3.7277 3.6515 5.8620  -0.20
49 C 5.0394 2.8821 6.0554  -0.63
50 C 2.1322 2.0164 4.9252  -0.22
51 C 2.8743 0.7071 4.6337  -0.64
52 H 1.5861 4.0434 2.5263  0.21
53 H 2.8885 3.6886 1.3814  0.21
54 H 2.0599 2.3708 2.1986  0.20
55 H 3.8918 4.4801 3.4610  0.19
56 H 4.2825 2.7843 3.2332  0.16
57 H 3.1380 3.5921 6.7811  0.19
58 H 3.9667 4.7106 5.7219  0.19
59 H 4.8720 1.8709 6.4246  0.20
60 H 5.6636 3.3996 6.7866  0.21
61 H 5.6071 2.8155 5.1262  0.20
62 H 1.2494 2.0559 4.2826  0.19
63 H 1.7494 2.0015 5.9490  0.19
64 H 3.3931 0.7454 3.6744  0.20
65 H 2.1578 -0.1150 4.5834  0.21
66 H 3.6061 0.4610 5.4019  0.20

---

The lowest molecular weight belongs to which entry? C16H41ClN3O9